[1]
This record from the Open Molecules 2025 dataset describes a 8-piece molecular cluster, C35H69Br2N11O overall. The level of theory is wB97M-V/def2-TZVPD.

```
118
Properties=species:S:1:pos:R:3:forces:R:3
H -8.36667 -3.53580 -4.42538 0.0 0.1 0.2
C -5.86445 -9.51095 -2.04785 -0.2 -0.2 3.0
H 10.59668 5.60664 4.83467 -0.2 0.0 -0.4
H 9.32639 4.49659 -1.57128 -0.1 0.2 0.8
N 8.68526 -2.83110 4.81426 -0.5 -0.7 2.1
C -9.92124 -1.98040 -4.16313 1.3 -2.3 -0.3
N -7.11980 -9.72507 -1.51949 1.8 1.8 -1.4
H 9.83301 2.00600 0.19229 0.1 -0.1 0.0
N 10.24928 -3.13286 6.33914 -2.3 0.3 0.2
N -0.50081 0.28956 -1.45961 0.4 -1.6 -2.1
H 11.84181 -2.00389 5.45622 -0.2 0.2 -0.1
C 9.25513 2.91869 0.04687 -0.4 -1.7 -0.8
H -1.84237 -0.96491 -2.72430 0.1 -0.1 0.6
H 9.83347 -1.58599 3.48954 -0.1 -0.1 0.1
H 7.59457 -3.34821 3.10113 0.5 0.4 -0.2
H 0.01672 -1.57598 -0.52470 0.2 0.0 -0.1
H -5.38186 -10.13276 -2.78734 -0.2 0.1 0.0
H -8.44137 -12.16686 -3.64284 -0.4 0.3 0.2
H 8.28008 5.55292 3.77622 0.4 0.0 0.0
H 0.61361 8.71250 -3.36054 0.0 0.2 0.4
H -4.42848 5.92523 -0.77428 0.2 0.0 -0.1
C -8.73483 -2.88270 -3.63417 -1.1 1.4 0.1
C -3.60386 6.62066 -0.82689 0.2 0.3 -0.1
H 0.30646 -0.10843 0.40642 0.8 -0.1 0.1
H -2.29591 6.35200 2.07388 -0.1 0.3 0.3
H 5.51382 -2.26193 3.79586 -0.3 0.2 0.2
C 1.02833 2.30911 -0.82010 0.1 0.0 -0.3
H -9.67785 -1.45425 -5.08620 -0.1 -0.4 -0.2
C 11.05405 5.33445 3.88344 1.9 -0.1 0.1
N -2.05561 8.09328 -1.42699 -2.8 -1.3 4.5
H -0.35451 2.15445 -2.46909 0.4 0.0 -0.3
N 10.15280 4.72414 2.95821 -0.7 -0.1 0.6
H -11.97974 1.15197 -0.11808 -0.5 -0.2 0.1
H -10.71939 -2.71226 -4.28738 -0.4 0.7 -0.3
H 1.13227 1.06104 -2.58192 -0.1 0.4 -0.3
H 8.27041 -4.07025 6.52743 0.2 0.2 0.2
H 1.59925 3.08502 -1.33012 0.0 0.4 0.0
H -3.49744 -8.02830 -2.41851 -0.4 -0.5 -0.1
H -2.99136 -8.80865 -0.91398 -0.7 -0.7 0.0
C -6.13269 -8.08931 -0.33807 0.1 -1.3 -0.5
N -10.26218 -0.97118 -3.22372 -2.9 0.1 2.8
H -3.93784 5.88848 1.68649 0.1 -0.1 -0.1
C 8.81715 4.96554 3.04621 -0.9 -1.9 -2.9
H 1.77906 1.74461 -0.26708 -0.1 -0.3 0.0
H 9.73549 2.92473 -1.98935 -0.3 -0.3 0.0
C 10.93194 -3.71922 7.48347 1.2 -0.4 0.2
C -3.76574 -8.19586 -1.37542 0.1 0.7 -0.2
H -7.97249 -2.22540 -3.21597 0.4 -0.3 -0.3
H 11.84359 4.60630 4.06923 0.1 0.2 0.3
H -3.10596 7.19062 -2.97711 -0.4 -0.4 0.2
C -3.23393 6.72023 1.65838 -0.9 -1.3 2.3
C -3.00961 7.23977 -1.90254 0.2 -0.3 0.4
C 10.48627 3.91586 1.94954 -2.0 0.6 0.0
C -0.81212 -0.60900 -2.72481 0.0 1.2 0.1
H -3.71640 7.49636 2.25247 0.4 0.1 0.1
H -9.10605 -10.25028 -2.15792 0.3 0.4 -0.1
H -8.43751 0.07327 -3.44633 -0.1 0.5 0.3
H -13.38111 0.67818 -1.24690 0.3 -0.7 0.5
H 0.46876 3.22917 0.78793 0.0 0.2 0.3
H -0.36410 7.28966 -3.17751 -0.1 0.0 -0.1
O 0.02687 2.80804 0.04699 0.0 -0.2 -0.3
H -2.53977 1.10438 -1.51959 0.3 -0.2 -0.4
H -1.68260 1.22458 -0.01222 -0.3 -0.4 0.3
C -0.03328 8.18840 -2.65699 0.0 -0.3 0.5
H 11.52068 3.62794 1.83335 -0.3 -0.3 -0.6
H -12.57525 2.09295 -1.48766 0.6 0.2 -0.1
H -8.22098 -11.34148 -1.12164 -0.2 -0.5 -0.4
H -1.02660 9.78681 -1.47287 0.2 0.3 -0.6
H -0.12650 -1.45334 -2.79626 0.1 0.4 0.0
C -7.67996 -11.46570 -3.30118 -0.3 0.2 0.1
H 10.89228 3.74122 -1.13646 0.0 0.4 0.6
H 8.22446 2.56868 -0.01065 -0.1 0.2 -0.6
H 1.42274 -0.53554 -1.02524 -0.1 -0.1 0.4
C 0.38320 1.54083 -1.95200 -1.4 -1.2 1.1
H -9.16612 -3.42592 -2.79333 0.3 -0.4 -0.1
C -9.40732 0.09986 -2.97182 -1.7 -1.9 -0.9
H 6.32781 -1.32629 5.05213 0.1 -0.2 0.0
C 8.30175 4.25943 1.95447 -0.1 0.8 0.4
H 11.08922 -3.03355 8.31606 -0.3 0.1 -0.2
H -6.81244 -12.12561 -3.29475 0.3 0.3 0.8
H -9.84174 1.90337 -1.87858 -0.2 0.0 0.1
H 7.28248 4.25616 1.59742 0.1 -0.2 0.0
H -5.84101 -7.27911 0.31376 -0.3 -0.2 0.1
H -0.78680 0.02650 -3.61003 0.5 0.0 0.0
H -7.51100 -10.76964 -4.12280 -0.2 0.2 0.0
C 8.93076 -3.36252 6.04842 1.9 0.0 -1.8
C -1.87921 0.55455 -0.84917 1.6 0.6 0.3
H -2.28049 -0.43496 -0.63021 -0.1 0.3 0.4
C -8.13097 -10.71388 -2.00827 0.9 -0.9 -0.1
H 6.60264 -1.04749 3.32769 0.8 -0.2 0.0
C 0.43132 -0.56910 -0.57352 -2.0 1.0 0.0
N -11.42746 0.43835 -1.96420 2.8 -3.4 -2.0
Br 4.38569 4.10936 -5.57557 -0.2 -0.2 0.4
H 10.49171 -4.64692 7.84906 -0.5 0.3 -0.2
N 9.31367 3.62748 1.25641 2.2 2.5 4.1
H -3.57629 -7.21444 -0.94067 -0.7 0.0 0.3
N -3.03364 7.11162 0.34112 2.1 3.0 -4.2
H -1.38943 8.66104 0.49149 -0.4 -0.2 0.7
C 9.77337 -2.11438 4.42955 2.3 0.1 0.9
C -11.46884 -0.85520 -2.48204 3.0 3.5 -1.5
C 7.38477 -3.03301 4.12325 0.4 0.6 -1.4
H 11.51202 6.17685 3.36508 0.0 0.3 0.5
Br 2.41041 5.22147 4.81620 0.0 -0.2 -0.4
H 11.90841 -4.03661 7.11756 0.1 0.2 0.1
C -1.24973 8.96829 -2.15723 1.3 0.7 -2.0
C -10.14106 0.93197 -2.24352 -0.9 2.1 1.4
N -5.18868 -8.63082 -1.21188 -1.2 -0.3 -1.7
H 0.46302 7.84963 -1.74759 0.7 0.0 -0.3
H 6.86358 -3.94478 4.41504 0.3 0.3 1.2
H -1.81890 9.25178 -3.04254 -0.1 0.7 0.3
C 9.80964 3.61538 -1.14934 0.3 -0.2 -1.9
C -12.37544 1.08240 -1.13134 -1.2 1.3 0.5
C 6.46462 -1.81617 4.08808 -0.8 -0.5 0.1
C -7.31080 -8.79369 -0.51128 1.1 0.4 0.1
C -2.12834 8.08788 -0.04879 -0.3 -1.9 -2.1
C 10.79709 -2.27314 5.40659 -2.5 -1.0 -1.3
H -12.35090 -1.47762 -2.45094 0.3 -0.2 -0.2
H -8.24308 -8.67152 0.02008 0.1 -0.2 -0.1
```
Positions in Å, forces in eV/Å.

Output
Strongest force on any atom in eV/A: 5.55
Total charge: +4
E_LUMO in eV: -7.061
Kohn-Sham gap in eV: 2.88
E_HOMO in eV: -9.94

---

[2]
This record from the Open Molecules 2025 dataset describes a 4-piece molecular cluster, C35H69BrN5O19P4 overall. The level of theory is wB97M-V/def2-TZVPD.

```
133
Properties=species:S:1:pos:R:3:forces:R:3
C -0.40365 0.30794 -2.45966 0.7 -1.0 -0.3
O -4.74696 2.75312 -2.80473 1.7 -0.7 3.1
H -5.64302 4.57494 4.25088 0.0 0.1 0.0
O -7.58111 7.06682 2.28446 0.2 -0.3 -0.7
H 4.22121 1.93265 -2.67394 -0.2 -0.5 -0.2
H -7.15309 4.59925 5.17466 -0.1 0.0 -0.1
H -2.58442 -7.94427 -1.66709 0.0 0.0 0.0
C 4.19176 -0.73811 -5.42679 0.3 -0.3 0.7
H 5.23667 -2.39228 -6.28293 0.1 -0.1 0.1
O 5.14315 -1.42781 2.54640 -0.3 1.4 0.1
H -6.58057 6.08651 4.39181 0.0 0.0 -0.1
C 4.02792 1.44077 -1.72224 -0.1 -0.3 0.9
C -7.19070 3.97673 -3.21649 0.3 0.3 -0.2
O 3.97047 0.02544 -1.77335 -0.2 0.4 -0.4
H 4.87234 1.70254 -1.07302 -0.1 0.1 -0.2
H 1.76956 -1.34320 1.79542 0.0 0.0 -0.1
C 2.77853 2.09337 -1.07037 -0.7 2.1 -0.4
H -6.47105 4.70774 -3.58619 0.0 0.0 -0.1
C -0.46824 -1.14722 -2.97959 -0.4 -0.2 -0.2
H 3.22315 0.77706 -4.29957 0.1 -0.1 0.0
N 0.98378 -0.48506 0.18134 -0.2 0.0 0.3
H -1.00137 0.91943 -3.13514 0.0 0.3 0.3
O -3.20658 -2.94723 -1.63891 0.0 0.5 0.1
H 0.55973 3.44929 0.15490 -0.2 -0.4 -0.3
O 6.61519 0.33299 3.88734 -1.8 -0.2 -0.5
H -2.61143 -0.90728 -2.95915 -0.2 -0.4 0.0
H -2.99697 3.83065 -2.96075 -0.1 0.0 -0.1
H 6.14941 0.24669 5.87262 -0.1 0.1 -0.2
N 1.54356 1.73066 1.01912 -0.6 -1.0 -0.6
H -0.83384 -8.24030 -1.85021 0.0 0.0 0.1
H -8.65142 1.34812 0.32026 0.2 0.1 0.1
H -0.25174 -1.86318 -2.17161 0.0 0.1 0.0
O 0.71165 -7.41301 -0.00852 -0.2 0.5 0.6
H 0.83849 -1.09762 -0.61623 0.1 0.0 0.0
C 5.80158 -3.80726 2.28763 0.2 0.0 -0.4
O -6.39970 1.05919 -2.75655 0.9 -0.2 0.5
H 7.32503 1.10813 0.91529 0.1 -0.1 0.4
H 1.20902 1.47340 -3.25259 0.3 0.1 0.2
O -7.39401 4.61634 3.14965 -0.4 -0.1 -0.2
H -8.69957 2.17954 -1.24473 0.1 0.0 0.0
H -2.83350 -4.78461 0.48538 0.0 -0.1 -0.1
H -5.63597 3.52163 1.14462 0.0 0.0 0.0
C 0.42722 2.71456 0.95547 0.3 0.7 0.9
C 0.51170 -9.77109 1.56022 0.4 -0.4 -0.1
O -6.79688 3.51577 -1.92219 -0.1 -0.1 0.4
H 5.55773 2.63755 0.62048 -0.3 0.2 0.2
C 1.28399 0.75982 -0.01299 0.3 2.0 0.2
H 8.09790 -1.80944 4.73423 -0.1 0.1 -0.1
C -0.95886 2.11585 0.87601 0.0 -0.4 0.3
H 1.68364 -0.12353 -2.68699 0.3 0.2 0.3
C -2.42274 -5.64733 1.00645 -0.2 0.0 -0.2
H 5.02592 -4.57152 2.35934 0.0 0.1 0.3
H 5.98969 -3.25777 -4.11042 0.0 0.1 0.2
H 5.53158 -1.13376 5.00596 0.0 0.2 -0.6
H -1.91370 -1.04466 -4.55852 -0.1 -0.2 0.0
O -5.82010 5.55468 1.61195 -1.7 -1.0 -2.6
H 5.42160 2.33288 2.36618 0.0 0.1 -0.1
H -4.27281 4.56748 0.67738 0.0 0.1 0.2
H -4.05190 4.34217 -1.62853 0.1 0.0 -0.1
H 7.25421 -1.99637 6.26233 0.0 0.1 0.0
O -8.98572 5.19267 1.52542 1.9 -1.2 -2.5
H 0.04829 -10.27253 0.71238 0.0 0.1 0.0
C -1.86411 -1.44855 -3.54639 0.0 0.9 -0.1
H 4.24962 -2.76245 1.26580 0.0 0.4 0.1
P -5.94966 2.11578 -1.80662 -6.0 0.1 -5.2
H 1.54353 -9.51443 1.33179 -0.1 0.1 -0.1
H 5.99592 0.18577 0.26359 0.2 -0.2 0.2
Br -1.60910 1.00622 2.34514 0.4 0.3 0.0
H 5.42659 -2.10035 -2.00585 0.0 0.2 0.0
C -2.43730 -3.39593 -2.43447 -0.1 -0.5 0.5
H -8.29700 0.44051 -1.15933 0.1 0.1 -0.1
H -7.27863 3.15413 -3.92588 0.1 -0.1 0.1
H 6.24368 -3.60546 3.26153 -0.1 0.0 0.0
H 0.16779 -1.70805 1.49230 0.0 0.0 0.1
C -3.66745 3.48027 -2.17824 -0.1 0.2 -0.2
H -8.15844 4.46418 -3.11144 0.0 0.0 0.1
P -7.46633 5.64345 1.88782 -0.4 2.5 5.9
C 4.98183 -1.87775 -5.36511 -0.3 0.3 -0.2
C 5.30300 1.89032 1.37866 0.6 -1.1 -1.1
C 5.39844 -2.34936 -4.12496 0.1 -0.2 -0.4
H 3.45431 3.90769 -1.67664 -0.1 0.2 0.0
C 5.07861 -1.69408 -2.94856 -0.1 -0.1 0.0
N 2.57532 3.39821 -1.73317 0.3 0.0 0.4
H 3.83851 -0.32482 -6.36206 0.0 -0.1 0.0
C 3.88694 1.30947 1.19507 -0.4 0.5 0.3
C 2.84587 2.25913 0.48964 2.8 -0.4 1.8
H 8.34640 -0.64831 6.05270 -0.1 0.1 -0.2
C 7.60477 -1.25699 5.53347 0.1 -0.3 0.2
O -0.22203 -8.60325 1.93408 -1.6 2.6 1.5
C 6.32894 0.73464 1.15144 -1.2 0.9 0.6
H -2.02240 -5.32286 1.96771 -0.1 0.0 0.0
O -2.13020 -2.84427 -3.62849 0.6 -0.1 0.4
N 1.47506 1.40437 -1.18243 0.6 -2.5 -1.1
H 5.86071 -2.29802 0.74940 0.1 0.4 0.2
O -1.36156 -6.19562 0.18937 0.1 0.1 3.3
H 3.47938 1.15981 2.19750 -0.1 -0.1 -0.1
H -3.11736 2.82918 -1.50704 0.0 0.1 -0.1
H 6.59150 -4.22840 1.66242 0.0 0.1 0.1
H -1.89161 -4.32186 -2.19323 0.0 -0.1 -0.7
H 3.43486 4.44249 0.35380 -2.2 0.4 -0.4
H 2.10571 4.56992 2.66626 1.4 1.9 -0.1
H -0.84456 0.28459 -1.46311 -0.2 0.5 -0.1
C 3.09841 3.65584 1.02950 -0.1 -0.1 -0.1
H -5.78230 4.62656 -0.25032 0.0 0.0 0.0
H -10.91021 5.07212 2.15581 0.1 -0.1 -0.1
H 3.88363 0.32322 0.71711 0.2 0.1 0.0
O -6.81827 1.72110 -0.46607 3.3 0.5 1.5
H -3.21340 -6.38461 1.15965 0.0 0.0 0.0
C -10.00109 5.59699 2.44354 -0.4 0.3 0.3
C -5.35860 4.50159 0.74259 0.2 -0.1 0.3
C 5.25737 -2.52991 1.62756 -0.3 -1.3 -0.1
H 3.70324 3.74179 3.15172 -1.1 -1.9 0.4
C -8.19721 1.40504 -0.66760 -0.5 -0.3 -0.2
C -1.74948 -8.57762 -1.36407 -0.3 0.2 -0.2
P 6.42996 -0.44720 2.51372 2.8 -1.6 -0.6
H 0.49523 -10.43832 2.41960 -0.1 0.2 0.1
P -0.56105 -7.55228 0.74448 1.8 -3.1 -5.5
C 6.38861 -0.46235 5.07738 0.5 0.0 1.4
O -1.62459 -8.56943 0.05705 0.2 -0.2 0.4
C 1.08861 0.75875 -2.43764 -1.0 -0.1 -0.4
H 0.27404 -1.33793 -3.75997 0.0 0.1 0.1
H -10.17386 6.66835 2.37094 0.2 0.0 0.0
C 2.97865 3.98081 2.37363 0.0 -0.1 -0.4
H 0.45109 3.29193 1.88406 0.0 -0.2 0.0
O -1.70208 2.30439 -0.01751 -0.2 0.2 -0.6
N 0.87266 -0.98174 1.48556 -0.1 -0.2 -0.1
C 3.84609 -0.11205 -4.23211 -0.6 1.1 -0.1
C 4.28499 -0.54920 -2.99469 0.7 -1.1 -0.2
H 2.42935 3.25158 -2.72839 -0.1 0.0 0.0
H -9.74099 5.32287 3.46471 0.1 0.0 0.0
O 7.61452 -1.28976 2.26934 0.1 -0.1 -0.3
H -1.96090 -9.60005 -1.67106 0.0 0.0 0.1
C -6.64607 5.00231 4.29944 0.4 -0.1 0.0
```
Positions in Å, forces in eV/Å.

Output
Strongest force on any atom in eV/A: 7.95
Total charge: +1
E_LUMO in eV: -3.714
Kohn-Sham gap in eV: 7.21
E_HOMO in eV: -10.92